1.
The following is a DFT calculation (wB97M-V/def2-TZVPD) of a molecular structure, CH3N3Si at a distorted geometry.

ΔE to the lowest compared entry with this formula, charge and spin = 4.178 eV
Kohn-Sham gap (spin up / spin down) = 7.575 / 7.576 eV
net charge = 0
2S+1 = 1

XYZ file:
```
8
Properties=species:S:1:pos:R:3:forces:R:3:mulliken_charge:R:1
C -2.46067 -0.58565 0.41311 1.75 1.60 -1.51 -0.1590
N -1.63992 0.19421 0.01046 -0.71 -2.84 1.55 0.4247
N -0.63441 0.66181 -0.47310 3.19 0.99 0.96 -0.6261
N 0.78164 0.65051 0.78005 -3.24 0.37 -1.20 -0.2928
Si 2.00809 0.09915 -0.10806 -0.11 0.25 -0.30 0.5027
H -3.45620 -0.88380 0.44904 -1.19 -0.01 0.74 0.3077
H 2.05097 -0.41662 -1.44311 -0.26 -0.31 -0.81 -0.0621
H 3.35051 0.28038 0.37161 0.57 -0.04 0.58 -0.0951
```
Positions in Å, forces in eV/Å.

***

2.
The following is a DFT calculation (wB97M-V/def2-TZVPD) of CH3N3Si in the gas phase at a distorted geometry.

ΔE to the lowest compared entry with this formula, charge and spin = 4.513 eV
Kohn-Sham gap = 7.109 eV
net charge = 0
2S+1 = 1

XYZ file:
```
8
Properties=species:S:1:pos:R:3:forces:R:3:mulliken_charge:R:1
C -0.18089 -1.14727 -1.90404 0.29 0.19 -1.66 -0.1797
N 0.58891 -1.10779 -0.96667 -0.26 0.89 1.79 0.4657
N 1.03232 -1.16597 0.17285 0.51 1.65 1.07 -0.5656
N 1.08160 0.36640 1.03862 -1.30 -2.04 -2.69 -0.3048
Si -0.40134 0.99900 1.33792 0.62 1.19 -0.74 0.4835
H 0.14093 -0.98073 -2.96928 -0.14 -0.20 1.28 0.2165
H -1.20954 0.68766 2.47950 -0.61 -0.52 0.65 -0.0628
H -1.05200 2.34870 0.81110 0.90 -1.16 0.32 -0.0528
```
Positions in Å, forces in eV/Å.

***

3.
The following is a DFT calculation (wB97M-V/def2-TZVPD) of a molecular structure, CH3N4 at a distorted geometry.

ΔE to the lowest compared entry with this formula, charge and spin = 6.935 eV
Kohn-Sham gap (spin up / spin down) = 9.459 / 9.459 eV
net charge = +1
2S+1 = 1

XYZ file:
```
8
Properties=species:S:1:pos:R:3:forces:R:3:mulliken_charge:R:1
C 0.17874 0.97513 -0.06889 2.56 -0.92 1.58 0.5504
N 0.48247 2.40635 -0.36949 -2.31 -1.08 0.69 -0.1326
N -0.80224 2.54243 -0.20187 2.07 1.70 -0.45 0.0331
N -1.17055 1.22681 -0.30512 -3.64 -3.13 1.60 -0.3201
N 0.90058 0.06106 0.61755 -2.03 2.75 -1.84 -0.2980
H -2.57388 0.71312 0.35681 4.34 1.50 -1.62 0.5111
H 1.97374 0.16953 0.76970 -2.66 -0.45 -0.18 0.3476
H 0.20684 -0.59505 1.01896 1.66 -0.37 0.22 0.3084
```
Positions in Å, forces in eV/Å.

***

4.
The following is a DFT calculation (wB97M-V/def2-TZVPD) of a molecular structure, CH3N4 at a distorted geometry.

ΔE to the lowest compared entry with this formula, charge and spin = 3.468 eV
Kohn-Sham gap = 9.843 eV
net charge = +1
2S+1 = 1

XYZ file:
```
8
Properties=species:S:1:pos:R:3:forces:R:3:mulliken_charge:R:1
C -0.39596 0.54558 -0.54272 1.76 -4.57 1.36 0.2823
N 0.08815 -0.39676 -0.03293 -0.18 1.95 -1.62 -0.2282
N 0.40484 -0.92659 1.69981 0.45 -0.22 2.09 0.2359
N 1.26554 -1.60149 1.91947 -0.14 -0.51 -0.05 0.0678
N -1.07220 1.19970 -1.37868 -3.11 5.81 0.09 -0.3772
H 2.01206 -2.26377 1.66699 -0.11 0.39 -0.18 0.3855
H -0.80843 1.29574 -2.33708 0.42 -0.29 -0.58 0.3014
H -1.49400 2.14761 -0.99486 0.92 -2.57 -1.11 0.3324
```
Positions in Å, forces in eV/Å.

***

5.
The following is a DFT calculation (wB97M-V/def2-TZVPD) of a molecular structure, CH3N4 at a distorted geometry.

ΔE to the lowest compared entry with this formula, charge and spin = 5.509 eV
Kohn-Sham gap = 9.125 eV
net charge = +1
2S+1 = 1

XYZ file:
```
8
Properties=species:S:1:pos:R:3:forces:R:3:mulliken_charge:R:1
C 0.83697 -0.38345 -0.13722 -1.98 0.64 0.18 0.6155
N 2.15175 -0.94999 -0.06544 1.29 -0.75 0.79 -0.1690
N 2.66353 0.18651 0.11191 -1.13 -0.69 -0.94 0.0629
N 1.37967 0.88726 -0.01792 -0.83 4.38 -1.47 -0.3851
N -0.40336 -0.85188 -0.05087 2.86 0.25 -0.76 -0.2507
H 1.26632 2.19100 -0.54381 0.21 -5.30 1.97 0.5060
H -0.72394 -1.85602 -0.09514 0.77 1.45 0.06 0.3283
H -1.03854 -0.08269 -0.13769 -1.19 0.00 0.17 0.2921
```
Positions in Å, forces in eV/Å.

***

6.
The following is a DFT calculation (wB97M-V/def2-TZVPD) of a molecular structure, CH3N4 at a distorted geometry.

ΔE to the lowest compared entry with this formula, charge and spin = 1.297 eV
Kohn-Sham gap (spin up / spin down) = 9.862 / 7.741 eV
net charge = +1
2S+1 = 3

XYZ file:
```
8
Properties=species:S:1:pos:R:3:forces:R:3:mulliken_charge:R:1
C -0.93176 0.35120 -0.02307 2.61 1.37 0.25 0.5958
N -2.22116 1.02209 -0.08872 5.39 2.90 -0.98 -0.0599
N -2.74529 -0.09131 0.10778 -4.78 -6.19 1.07 -0.1100
N -1.55596 -0.84050 -0.04722 1.54 -0.64 -0.41 -0.0064
N 0.40262 0.63816 0.06455 -4.20 0.45 -0.26 -0.3468
H -1.10154 -1.82321 -0.23437 -2.18 1.84 0.23 0.3614
H 0.49974 1.63937 0.23847 1.32 -0.51 -0.07 0.2923
H 1.05677 -0.13983 0.05746 0.29 0.77 0.18 0.2735
```
Positions in Å, forces in eV/Å.

***

7.
The following is a DFT calculation (wB97M-V/def2-TZVPD) of a gas-phase ion, CH3N4O5S (charge -1) at a distorted geometry.

ΔE to the lowest compared entry with this formula, charge and spin = 1.463 eV
Kohn-Sham gap = 8.578 eV
net charge = -1
2S+1 = 1

XYZ file:
```
14
Properties=species:S:1:pos:R:3:forces:R:3:mulliken_charge:R:1
C -0.46955 0.38690 0.31445 -2.47 -1.20 -0.82 0.6247
N 0.28416 0.73473 1.23834 2.16 0.47 2.13 -0.8152
N -1.67765 -0.09151 0.81953 -2.58 -0.69 -2.21 -0.5040
N -0.10557 0.29968 -1.01176 -1.14 -1.28 0.02 -0.5228
N 0.42330 2.34234 -1.96112 1.53 2.24 0.60 1.0291
O 0.50715 3.11109 -1.05326 0.44 0.63 0.82 -0.5508
O -0.78048 -0.20745 -3.35746 0.47 1.18 0.44 -0.6180
O 1.33215 1.88366 -2.58815 -0.55 -0.23 -0.83 -0.5135
O -2.57267 0.42508 -1.89017 0.92 0.75 0.28 -0.7099
O -0.89253 2.16600 -2.30169 -0.65 -0.75 -1.77 -0.3032
S -1.14088 0.50401 -2.15295 -1.25 -2.80 0.18 1.1008
H 1.20137 0.64930 0.87068 1.37 0.90 -0.25 0.2746
H -1.84153 0.27833 1.71665 -0.01 0.25 1.09 0.2551
H -2.56681 -0.19751 0.27053 1.77 0.53 0.31 0.2530
```
Positions in Å, forces in eV/Å.

***

8.
The following is a DFT calculation (wB97M-V/def2-TZVPD) of a molecular structure, CH3N4S at a distorted geometry.

ΔE to the lowest compared entry with this formula, charge and spin = 1.240 eV
Kohn-Sham gap = 7.535 eV
net charge = -1
2S+1 = 1

XYZ file:
```
9
Properties=species:S:1:pos:R:3:forces:R:3:mulliken_charge:R:1
C -2.12302 0.25603 1.87823 2.01 0.41 1.42 -0.0404
N -0.02299 0.14991 1.70643 0.67 -0.59 0.55 -0.4397
N -1.63653 0.61350 3.10721 -1.38 0.28 -1.22 -0.5933
N -1.13024 -0.04741 1.03367 -0.13 0.17 0.62 -0.3606
N -0.32975 0.57872 2.93921 -1.19 -0.88 -1.84 0.6042
S 0.79348 1.24692 4.01152 0.61 0.05 0.58 -0.5581
H 0.74651 1.99969 1.22577 -0.16 0.68 -1.68 -0.2474
H -3.11796 0.36783 1.53754 -0.89 -0.25 0.23 0.4121
H 0.56207 2.14778 0.46882 0.46 0.13 1.34 0.2233
```
Positions in Å, forces in eV/Å.